# 1
The following is a quantum chemistry calculation of a structure of composition C39H33Cl3Ge2N4O3Ru, from OMol25.

The geometry in XYZ format:
```
85
Properties=species:S:1:pos:R:3:mulliken_charge:R:1
Ru -0.2147 1.0509 0.4886 -1.086
O 1.2254 1.4623 -3.3474 -0.531
C 0.3285 1.5079 -2.5421 -0.589
N 0.5045 1.9101 -1.2009 1.314
C 1.4432 2.8700 -0.9338 0.770
C 1.9573 3.8006 -1.8667 -0.887
C 2.8543 4.7469 -1.4547 -0.873
C 3.2883 4.8026 -0.1161 -0.605
C 2.8240 3.9102 0.8134 -1.287
C 1.9017 2.9234 0.4129 0.419
N 1.3573 1.9363 1.2007 0.973
C 1.7155 1.6907 2.5206 -0.724
O 2.6769 2.1332 3.1050 -0.685
C 0.7067 0.8122 3.2052 1.054
C 0.8495 0.4734 4.5349 -0.781
C -0.1295 -0.3089 5.1254 -0.550
C -1.2156 -0.7125 4.3660 -1.018
C -1.2868 -0.3377 3.0350 -0.243
N -0.3400 0.4071 2.4670 0.489
C -1.0666 1.1321 -2.9411 0.655
C -1.2628 0.0774 -3.8205 -0.822
C -2.5522 -0.1684 -4.2601 -0.451
C -3.5708 0.6708 -3.8376 -0.563
C -3.2613 1.7151 -2.9773 -0.335
N -2.0348 1.9387 -2.5150 -0.228
H 1.6265 3.7675 -2.8932 0.562
H 3.2317 5.4683 -2.1674 0.424
H 3.9998 5.5610 0.1830 0.423
H 3.1616 3.9401 1.8365 0.506
H 1.7223 0.8236 5.0669 0.585
H -0.0448 -0.6010 6.1635 0.434
H -2.0058 -1.3169 4.7889 0.498
H -2.1058 -0.6215 2.3895 0.542
H -0.4171 -0.5211 -4.1322 0.559
H -2.7592 -0.9968 -4.9250 0.442
H -4.5914 0.5236 -4.1636 0.419
H -4.0330 2.3959 -2.6348 0.562
Cl -6.9335 3.7840 0.1047 -0.234
C -5.5119 2.7861 0.1527 0.273
C -4.2935 3.3434 0.4941 -0.918
C -3.1794 2.5282 0.5230 1.429
Cl -1.6478 3.2339 0.9720 -0.242
C -3.1963 1.1577 0.2120 -1.854
O -2.1446 0.3852 0.2452 0.910
C -4.4710 0.6529 -0.1163 0.730
Cl -4.6003 -1.0196 -0.5470 -0.211
C -5.6066 1.4378 -0.1485 -0.758
H -4.2110 4.3936 0.7342 0.505
H -6.5568 0.9983 -0.4165 0.462
C 0.2373 -4.6505 -0.4602 -1.279
Ge -0.8150 -2.9931 -0.3204 1.211
C -2.1310 -3.3048 1.1039 -1.087
C -1.8184 -2.7379 -1.9835 -0.481
Ge 0.7711 -1.1751 0.0900 0.371
C 2.0532 -1.1053 -1.3996 0.401
C 2.0034 -2.0152 -2.4543 -0.290
C 2.9236 -1.9627 -3.4941 -0.985
C 3.9163 -0.9953 -3.4936 -0.661
C 3.9791 -0.0774 -2.4552 -1.084
C 3.0527 -0.1310 -1.4261 0.459
C 1.8185 -1.7003 1.6882 -0.367
C 1.2909 -2.6027 2.6122 0.396
C 1.9823 -2.9463 3.7665 -0.884
C 3.2246 -2.3854 4.0241 -0.549
C 3.7707 -1.4898 3.1152 -0.871
C 3.0758 -1.1581 1.9603 0.322
H -0.4340 -5.4955 -0.6245 0.489
H 0.8010 -4.8282 0.4556 0.351
H 0.9459 -4.6051 -1.2873 0.376
H -2.7865 -4.1151 0.7776 0.521
H -2.7483 -2.4271 1.2791 0.101
H -1.6552 -3.6103 2.0366 0.457
H -2.6311 -3.4656 -2.0286 0.522
H -1.1820 -2.8784 -2.8570 0.430
H -2.2504 -1.7392 -2.0169 -0.385
H 1.2408 -2.7847 -2.4712 0.140
H 2.8638 -2.6797 -4.3039 0.440
H 4.6321 -0.9495 -4.3043 0.366
H 4.7376 0.6953 -2.4570 0.439
H 3.0966 0.6240 -0.6486 0.174
H 0.3191 -3.0506 2.4350 -0.046
H 1.5495 -3.6537 4.4640 0.435
H 3.7668 -2.6487 4.9235 0.390
H 4.7393 -1.0446 3.3047 0.450
H 3.5299 -0.4612 1.2670 0.268
```

## Properties
Energy relative to the best compared isomer or geometry (same formula, charge and spin)   5.4 kcal per mole
Net charge   0
LUMO energy (alpha / beta)   -1.9 / -1.8 eV


# 2
The following is a quantum chemistry calculation of a cluster of 13 separate species, C39H33Cl48N3O9S4 in total, from OMol25.

The geometry in XYZ format:
```
136
Properties=species:S:1:pos:R:3:mulliken_charge:R:1
C 4.5070 0.2156 3.4454 -0.647
S 4.6878 0.7200 1.7475 1.633
O 4.8735 2.1489 1.7714 -0.726
O 5.7853 0.0176 1.1399 -0.771
C 3.2372 0.3700 0.7415 0.034
C 3.1047 1.1684 -0.3676 -1.348
C 2.0591 1.0092 -1.2749 1.003
C 1.8393 1.8862 -2.4935 -0.863
C 0.8217 3.0160 -2.1003 -0.224
C 1.3872 4.4523 -2.3007 1.101
C 1.3396 5.2817 -1.0303 0.167
O 2.3282 5.8151 -0.5648 -0.637
O 0.1278 5.4541 -0.3927 -0.328
C 1.1349 -0.0045 -1.0136 -0.245
C -0.0569 -0.2912 -1.9309 -1.133
C -1.4028 0.1285 -1.2725 -0.576
O -2.0797 1.1126 -2.0812 -0.179
C 1.2831 -0.7903 0.1147 0.844
C 2.3221 -0.6417 1.0254 -1.151
N 2.4272 -1.4997 2.1852 0.048
C 1.1798 -1.5295 2.9253 -0.179
C 1.1504 -1.2988 4.2975 -0.535
C -0.0585 -1.3023 4.9502 -1.059
C -1.2640 -1.5323 4.3253 1.176
C -2.5350 -1.4735 5.1660 -0.124
C -3.3290 -0.1873 4.7613 -0.731
S -5.1496 -0.4333 4.7375 -0.043
C -5.7339 0.7467 3.5913 0.410
N -6.4352 0.5563 2.5178 -0.464
N -6.7054 1.7317 1.9177 -0.021
C -6.1758 2.6646 2.6663 -0.137
O -5.5597 2.1025 3.6924 -0.310
C -1.2614 -1.8021 2.9556 0.552
C -2.5275 -2.1055 2.1607 -0.665
C -2.6465 -3.6117 1.7970 -0.826
C -2.6887 -4.5319 3.0421 0.764
C -1.3339 -5.2525 3.3268 -0.720
S -0.8822 -5.3413 5.0534 1.369
O -1.6196 -4.4179 5.8777 -0.607
O -1.0252 -6.6776 5.5355 -0.703
O 0.6743 -4.9664 5.1271 -0.360
C -0.0329 -1.7892 2.2941 0.566
S 0.0943 -2.0774 0.5257 -0.287
H 3.5308 0.4530 3.8654 -0.128
H 5.2416 0.7945 4.0178 0.532
H 4.7121 -0.8539 3.4727 0.253
H 3.8193 1.9645 -0.5587 1.212
H 1.3284 1.3204 -3.2764 0.364
H 2.7536 2.3209 -2.8779 -0.204
H 0.5774 2.9217 -1.0329 0.522
H -0.1155 2.9209 -2.6640 -0.419
H 2.4234 4.4853 -2.6508 0.039
H 0.7983 4.9808 -3.0665 -0.202
H 0.2892 5.3440 0.5538 0.278
H -0.0780 -1.3790 -2.0194 0.497
H 0.0754 0.1076 -2.9354 0.059
H -2.0420 -0.7560 -1.1614 0.222
H -1.1972 0.5851 -0.2947 0.525
H -2.3242 1.8093 -1.4623 0.293
H 2.5725 -2.4356 1.7959 0.391
H 2.0927 -1.1193 4.8177 0.495
H -0.0464 -1.1068 6.0246 0.363
H -2.1912 -1.3093 6.1926 0.807
H -3.1361 -2.3743 5.0793 -1.370
H -3.0166 0.6824 5.3496 0.690
H -3.0308 0.0499 3.7308 0.323
H -6.2573 3.7179 2.4430 0.444
H -2.5308 -1.5716 1.1999 -0.099
H -3.4331 -1.8324 2.7153 0.139
H -1.7999 -3.9265 1.1693 0.303
H -3.5551 -3.8030 1.2117 0.586
H -3.4973 -5.2856 2.9839 0.175
H -2.9358 -3.9014 3.9029 -0.848
H -0.4963 -4.8400 2.7502 0.312
H -1.4203 -6.3079 2.9825 0.296
H 0.7771 -4.2060 5.7231 0.204
C 5.9295 2.0419 -4.0925 0.261
Cl 4.7523 2.2392 -5.4028 -0.078
Cl 6.9638 0.6506 -4.4309 -0.067
Cl 6.9178 3.5022 -3.9695 -0.096
Cl 5.0673 1.7816 -2.5698 0.057
C -2.4278 6.0209 -3.4833 0.132
Cl -2.1003 4.3208 -3.1244 0.069
Cl -0.9872 6.7046 -4.2519 -0.087
Cl -3.8122 6.1464 -4.5768 -0.100
Cl -2.7746 6.8918 -1.9877 -0.104
C 6.0685 -1.3123 -7.7116 0.297
Cl 5.9930 -2.5099 -9.0156 -0.119
Cl 6.6792 0.2196 -8.3456 -0.040
Cl 4.4491 -1.0707 -7.0438 -0.053
Cl 7.1486 -1.8970 -6.4411 -0.095
C 10.1011 -0.2454 -11.0927 0.315
Cl 8.6519 -1.1296 -10.6047 -0.024
Cl 11.5221 -0.9774 -10.3367 -0.099
Cl 10.2703 -0.3092 -12.8520 -0.099
Cl 9.9612 1.4410 -10.5747 -0.105
C -5.3186 -8.1367 1.9211 0.343
Cl -5.3550 -9.4334 0.7219 -0.107
Cl -3.6812 -7.9835 2.5747 -0.052
Cl -5.7893 -6.6103 1.1574 -0.082
Cl -6.4407 -8.5117 3.2319 -0.090
C -2.4592 -1.3408 -4.9327 0.245
Cl -1.2712 -0.2727 -5.6950 -0.089
Cl -1.6871 -2.2252 -3.6022 -0.056
Cl -3.7810 -0.3797 -4.2859 -0.018
Cl -3.0795 -2.4858 -6.1306 -0.108
C -6.2158 -3.6802 7.5371 0.302
Cl -5.9011 -5.4057 7.7411 -0.096
Cl -4.8564 -2.9341 6.6826 0.032
Cl -7.6945 -3.4535 6.5942 -0.109
Cl -6.4021 -2.9194 9.1221 -0.110
C -7.3081 0.8966 -2.2455 0.272
Cl -8.3180 1.4065 -3.6085 -0.110
Cl -5.6035 1.1794 -2.6231 -0.042
Cl -7.7212 1.8119 -0.8008 -0.037
Cl -7.5573 -0.8286 -1.9428 -0.112
C -2.3747 2.9571 -8.2897 0.233
Cl -3.2894 3.4883 -9.7075 -0.106
Cl -0.6484 3.2327 -8.5647 -0.101
Cl -2.8974 3.8760 -6.8709 0.018
Cl -2.6555 1.2348 -8.0093 -0.056
C 3.3258 7.5517 -5.1266 0.243
Cl 3.8690 5.8667 -5.1426 -0.007
Cl 1.5639 7.5980 -4.9333 -0.045
Cl 4.0848 8.4028 -3.7797 -0.094
Cl 3.7722 8.3306 -6.6494 -0.103
C 3.9237 -3.0183 7.1136 0.319
Cl 4.4874 -4.6886 7.0789 -0.089
Cl 2.1888 -2.9809 7.4847 -0.097
Cl 4.7930 -2.1232 8.3617 -0.097
Cl 4.2168 -2.2590 5.5390 -0.065
C 2.0564 3.4897 4.9513 0.234
Cl 1.5064 1.9157 4.3514 0.035
Cl 1.0671 3.9658 6.3377 -0.118
Cl 3.7485 3.3698 5.4458 -0.095
Cl 1.9021 4.6962 3.6700 -0.076
```

## Properties
Net charge   0
LUMO energy   -0.3 eV


# 3
The following is a quantum chemistry calculation of a cluster of 6 separate species, C39H33F41O8 in total, from OMol25.

The geometry in XYZ format:
```
121
Properties=species:S:1:pos:R:3:mulliken_charge:R:1
C -0.8813 -0.7813 5.6920 -0.731
C -0.8060 0.8690 5.8949 0.440
C 0.5833 1.4232 6.6372 -0.694
C 0.8064 3.0325 6.9003 -0.254
C -0.3449 4.0819 6.3843 -0.399
C -1.7252 3.5206 5.6462 -0.364
C -2.0213 1.8952 5.3927 0.463
C -3.4313 1.3400 4.6887 0.285
C -4.6736 2.3381 5.0736 0.493
C -5.7891 2.1904 6.0780 -0.094
C -6.0001 0.8425 7.0456 -0.655
C -6.9328 -0.1891 6.1162 -0.140
F -8.3648 0.1924 6.2069 -0.320
C -6.7765 3.5112 6.0640 0.348
O -7.9616 3.7291 6.6490 -0.512
O -6.0898 4.5699 5.2516 -0.264
C -5.0963 3.8220 4.4653 0.298
O -4.4776 4.0764 3.3094 -0.520
H -0.5836 -0.9600 4.5511 0.106
H -1.9556 -1.2207 5.8444 0.175
H -0.0417 -1.3423 6.3172 0.322
H 1.4365 0.6702 6.9962 0.171
H 1.7518 3.4699 7.4384 0.098
H -0.2163 5.2595 6.5256 0.318
H -2.4959 4.3702 5.3221 0.101
H -3.2714 1.1924 3.5206 0.183
H -3.6834 0.2588 5.1234 0.043
H -6.6382 1.0877 7.9985 0.362
H -4.9806 0.3573 7.3673 0.302
H -6.7089 -1.3189 6.3225 0.279
H -6.5967 0.0454 4.9950 0.151
F -3.7281 -0.7808 0.4906 -0.183
C -2.9908 -1.0423 -0.6119 0.063
F -3.8138 -0.8399 -1.6762 -0.236
C -2.4413 -2.4643 -0.6207 0.872
F -3.4444 -3.3826 -0.6770 -0.297
F -1.7199 -2.6360 -1.7733 -0.321
C -1.5103 -2.8065 0.5516 -0.733
O -2.1090 -3.4955 1.6536 -0.402
C -2.7656 -2.6630 2.6093 0.773
F -2.4483 -1.3695 2.3668 -0.238
F -2.2018 -2.9655 3.8113 -0.308
C -4.2790 -2.9077 2.6731 0.135
F -4.8721 -2.7013 1.4706 -0.195
F -4.8757 -2.0572 3.5501 -0.189
H -2.1847 -0.3043 -0.6733 0.292
H -0.7699 -3.5166 0.1625 0.461
H -0.9151 -1.9464 0.8806 0.299
H -4.4970 -3.9324 2.9852 0.220
F -3.4281 2.9662 -6.2931 -0.211
C -2.6908 2.7046 -7.3956 0.078
F -3.5138 2.9071 -8.4599 -0.285
C -2.1413 1.2827 -7.4044 0.958
F -3.1444 0.3643 -7.4607 -0.294
F -1.4199 1.1109 -8.5570 -0.312
C -1.2103 0.9405 -6.2321 -0.388
O -1.8090 0.2515 -5.1300 -0.383
C -2.4656 1.0840 -4.1743 0.645
F -2.1483 2.3774 -4.4169 -0.298
F -1.9018 0.7814 -2.9724 -0.220
C -3.9790 0.8393 -4.1105 0.332
F -4.5721 1.0457 -5.3130 -0.236
F -4.5757 1.6897 -3.2335 -0.277
H -1.8847 3.4427 -7.4570 0.295
H -0.4699 0.2304 -6.6212 0.024
H -0.6151 1.8005 -5.9030 0.364
H -4.1970 -0.1854 -3.7985 0.199
F 2.0383 -0.6038 -9.3555 -0.240
C 1.1683 -0.9334 -8.3748 0.055
F 1.1181 0.1367 -7.5360 -0.315
C 1.5908 -2.1885 -7.6196 1.055
F 2.7655 -1.9973 -6.9592 -0.287
F 0.6576 -2.4357 -6.6467 -0.351
C 1.6965 -3.4569 -8.4787 -0.840
O 3.0074 -3.8022 -8.9370 -0.363
C 3.4322 -3.1377 -10.1267 0.731
F 2.3740 -2.5062 -10.6871 -0.288
F 3.7797 -4.1256 -10.9970 -0.295
C 4.6313 -2.2088 -9.8951 0.241
F 4.3576 -1.2577 -8.9673 -0.194
F 4.9684 -1.5510 -11.0361 -0.270
H 0.1744 -1.0519 -8.8181 0.358
H 1.4103 -4.2949 -7.8309 0.464
H 0.9600 -3.4773 -9.2907 0.344
H 5.5030 -2.7728 -9.5528 0.224
F 4.9436 -8.5723 -5.6988 -0.207
C 6.1831 -8.0432 -5.8052 0.114
F 7.0083 -8.8639 -5.1004 -0.281
C 6.2558 -6.6183 -5.2680 0.817
F 6.0009 -6.5792 -3.9316 -0.276
F 7.5444 -6.1738 -5.4102 -0.332
C 5.3467 -5.6088 -5.9839 -0.636
O 4.0915 -5.3320 -5.3551 -0.383
C 3.0456 -6.2586 -5.6469 0.724
F 3.4321 -7.0610 -6.6664 -0.292
F 2.0153 -5.5116 -6.1311 -0.255
C 2.5800 -7.0404 -4.4115 0.169
F 3.5980 -7.7339 -3.8431 -0.226
F 1.6265 -7.9522 -4.7401 -0.258
H 6.4908 -8.0885 -6.8548 0.285
H 5.8743 -4.6471 -5.9629 0.467
H 5.2300 -5.8313 -7.0512 0.289
H 2.1667 -6.3678 -3.6554 0.252
F 2.5902 7.3058 10.2415 -0.188
C 3.6002 7.7919 10.9972 0.083
F 3.1381 8.9446 11.5529 -0.283
C 4.8614 8.0563 10.1826 0.864
F 4.6557 9.0289 9.2529 -0.272
F 5.8195 8.5519 11.0280 -0.331
C 5.4594 6.8204 9.4948 -0.657
O 5.1170 6.6359 8.1178 -0.409
C 3.8701 5.9824 7.8817 0.760
F 3.4117 5.4626 9.0445 -0.282
F 4.1573 4.9162 7.0850 -0.301
C 2.8457 6.8869 7.1838 0.189
F 2.5932 8.0084 7.9041 -0.207
F 1.6548 6.2494 7.0297 -0.171
H 3.7939 7.0874 11.8123 0.270
H 6.5466 6.9680 9.4826 0.406
H 5.3163 5.9037 10.0790 0.318
H 3.2022 7.1931 6.1968 0.215
```

## Properties
SMILES   Cc1ccccc1CC1=C(CCF)C(=O)OC1=O.FC(F)C(F)(F)COC(F)(F)C(F)F.FC(F)C(F)(F)COC(F)(F)C(F)F.FC(F)C(F)(F)COC(F)(F)C(F)F.FC(F)C(F)(F)COC(F)(F)C(F)F.FC(F)C(F)(F)COC(F)(F)C(F)F
Net charge   0
LUMO energy   -1.3 eV


One value per record, in order, for strongest force on any atom: 0.81; 2.86; 9.65 eV/A.